a) Entry from the Open Molecules 2025 dataset: a structure of composition C4H6N2OS (ωB97M-V with the def2-TZVPD basis set).

```
14
Properties=species:S:1:pos:R:3:lowdin_charge:R:1
C -0.766 -0.058 0.000 -0.419
C 0.713 0.315 -0.224 -0.301
C 1.002 1.612 -0.483 0.058
C 1.675 -0.733 0.214 -0.647
H -1.416 1.799 0.710 0.121
H -2.510 0.461 0.623 0.143
H -1.557 -2.921 -0.260 0.099
H 2.062 1.802 -0.725 0.045
H 0.089 2.661 -0.299 0.191
H 1.296 -1.595 0.677 0.024
N -1.666 0.918 0.107 0.037
N -1.423 -1.204 0.077 0.010
O -0.744 -2.384 -0.448 -0.105
S 3.245 -0.672 0.031 0.743
```

## Properties
HOMO energy, eV: -8.722
Orbital gap, eV: 7.74
LUMO energy, eV: -0.981
Charge: 0
Spin multiplicity: 1



b) Entry from the Open Molecules 2025 dataset: the molecule C4H6N2OS (ωB97M-V with the def2-TZVPD basis set).

```
14
Properties=species:S:1:pos:R:3:lowdin_charge:R:1
C 2.897 -1.051 -0.537 -0.032
N 1.989 -0.190 -0.249 -0.042
N 1.204 -0.359 0.918 -0.047
C -0.081 0.256 0.691 -0.414
C 0.212 1.685 0.234 -0.243
O -0.478 2.314 -0.523 0.071
C -0.931 -0.422 -0.358 -0.642
S -2.427 -0.942 -0.107 0.721
H 3.520 -0.832 -1.385 0.057
H 3.058 -2.020 0.018 0.088
H 1.119 -1.312 1.305 0.135
H -0.689 0.293 1.628 0.145
H 1.117 2.095 0.774 0.135
H -0.417 -0.620 -1.309 0.067
```

## Properties
HOMO energy, eV: -8.797
Orbital gap, eV: 8.46
LUMO energy, eV: -0.341
Charge: 0
Spin multiplicity: 1



c) Entry from the Open Molecules 2025 dataset: the molecule C4H6N2OS (ωB97M-V with the def2-TZVPD basis set).

```
14
Properties=species:S:1:pos:R:3:lowdin_charge:R:1
C -1.037 0.253 2.258 -0.035
C -0.678 0.209 0.811 -0.478
N 0.459 -0.434 0.475 0.158
N 0.501 -0.142 -0.781 -0.227
C 1.596 -0.757 -1.506 -0.008
C -0.589 0.453 -1.273 -0.841
S -0.943 1.178 -2.694 0.637
O -1.358 0.624 -0.152 0.104
H -1.968 -0.407 2.668 0.117
H -1.534 1.338 2.174 0.113
H -0.027 0.114 3.041 0.163
H 2.456 -0.025 -1.252 0.124
H 1.748 -1.730 -1.126 0.067
H 1.374 -0.675 -2.643 0.107
```

## Properties
HOMO energy, eV: -8.016
Orbital gap, eV: 8.70
LUMO energy, eV: 0.688
Charge: 0
Spin multiplicity: 1



d) Entry from the Open Molecules 2025 dataset: the molecule C4H6N2OS (ωB97M-V with the def2-TZVPD basis set).

```
14
Properties=species:S:1:pos:R:3:lowdin_charge:R:1
H 2.801 0.364 -0.743 0.062
N 1.895 0.652 -0.292 0.073
C 0.693 0.080 -0.505 -0.371
N 0.495 -0.801 -1.614 0.036
C -0.594 -0.046 0.282 -0.243
C -1.700 -0.178 -0.355 0.100
C -0.571 0.083 1.796 -0.591
O -1.233 -0.615 2.610 -0.021
S 0.302 1.561 2.566 0.792
H -0.132 -1.543 -1.552 0.040
H 1.069 -0.794 -2.596 0.180
H -1.644 -0.401 -1.417 0.086
H -2.647 -0.243 0.043 0.071
H 1.265 1.882 1.777 -0.213
```

## Properties
HOMO energy, eV: -9.520
Orbital gap, eV: 9.33
LUMO energy, eV: -0.193
Charge: 0
Spin multiplicity: 1



Here are the energies relative to the best structure, in kcal/mol: a) 57.0; b) 3.4; c) 0.0; d) 2.0.



a) Entry from the Open Molecules 2025 dataset: the molecule C4H6N2OS (ωB97M-V with the def2-TZVPD basis set).

```
14
Properties=species:S:1:pos:R:3:lowdin_charge:R:1
O -1.598 2.261 -0.201 0.052
C -0.909 1.270 -0.079 -0.500
N 0.455 1.297 -0.049 0.074
C 1.267 0.164 0.386 -0.179
C 0.740 -1.068 -0.297 -0.178
N -0.698 -1.164 -0.131 -0.008
C -1.552 -0.121 -0.008 -0.745
S -3.177 -0.280 0.108 0.703
H 0.798 2.230 0.058 0.141
H 2.318 0.330 0.098 0.127
H 1.258 0.076 1.495 0.130
H 1.223 -1.968 0.147 0.135
H 1.034 -0.971 -1.365 0.131
H -1.160 -2.055 -0.162 0.118
```

## Properties
HOMO energy, eV: -8.500
Orbital gap, eV: 8.50
LUMO energy, eV: 0.001
Charge: 0
Spin multiplicity: 1



b) Entry from the Open Molecules 2025 dataset: the molecule C4H6N2OS (ωB97M-V with the def2-TZVPD basis set).

```
14
Properties=species:S:1:pos:R:3:lowdin_charge:R:1
C -1.085 -1.967 1.731 -0.098
C -1.029 -0.846 0.715 -0.300
N -1.626 0.418 0.912 0.076
C -0.945 1.274 0.133 -0.209
N 0.269 0.694 -0.283 -0.455
S 1.231 1.485 -1.358 0.833
C 0.127 -0.656 -0.106 -0.430
O 1.073 -1.497 -0.349 0.083
H -0.157 -1.780 2.560 0.132
H -1.125 -3.208 1.260 0.152
H -1.954 -1.998 2.414 0.044
H -1.253 2.284 0.181 0.099
H 2.243 0.507 -1.492 -0.071
H 1.053 -2.199 0.368 0.145
```

## Properties
HOMO energy, eV: -7.974
Orbital gap, eV: 8.43
LUMO energy, eV: 0.451
Charge: 0
Spin multiplicity: 1



c) Entry from the Open Molecules 2025 dataset: the molecule C4H6N2OS (ωB97M-V with the def2-TZVPD basis set).

```
14
Properties=species:S:1:pos:R:3:lowdin_charge:R:1
N 2.352 -1.082 -0.186 0.042
C 2.403 0.194 -0.032 -0.261
C 1.331 1.017 0.137 -0.103
C -0.008 0.608 0.116 -0.361
C -1.237 1.441 0.136 -0.186
O -1.201 2.670 -0.241 -0.012
N -0.103 -0.770 0.017 -0.401
S -1.684 -1.609 -0.090 0.561
H 1.418 -1.420 0.402 0.146
H 3.322 -1.545 -0.126 0.143
H 3.425 0.668 0.175 0.143
H 1.296 2.096 0.471 0.127
H -2.327 0.981 0.714 0.169
H -1.274 -2.992 0.778 -0.007
```

## Properties
HOMO energy, eV: -8.099
Orbital gap, eV: 7.41
LUMO energy, eV: -0.694
Charge: 0
Spin multiplicity: 1



Here are the energies relative to the best structure, in kcal/mol: a) 0.0; b) 73.0; c) 115.8.



a) Entry from the Open Molecules 2025 dataset: the molecule C4H6N2OS (ωB97M-V with the def2-TZVPD basis set).

```
14
Properties=species:S:1:pos:R:3:lowdin_charge:R:1
H 0.110 -2.086 1.764 0.018
N -0.687 -2.101 1.153 0.141
C -0.662 -1.063 0.390 -0.468
O -1.649 -0.939 -0.542 0.013
N -1.382 0.215 -1.304 0.066
C -0.190 0.799 -0.794 -0.315
C 0.404 1.845 -1.596 -0.032
C 0.207 0.093 0.303 -0.508
S 1.757 0.301 1.134 0.794
H -2.203 0.769 -1.250 0.135
H -0.232 2.743 -1.669 0.100
H 0.641 1.525 -2.616 0.102
H 1.360 2.127 -1.144 0.072
H 1.324 0.770 2.331 -0.118
```

## Properties
HOMO energy, eV: -8.634
Orbital gap, eV: 9.16
LUMO energy, eV: 0.528
Charge: 0
Spin multiplicity: 1



b) Entry from the Open Molecules 2025 dataset: a cluster of 2 separate species, C4H6N2OS in total (ωB97M-V with the def2-TZVPD basis set).

```
14
Properties=species:S:1:pos:R:3:lowdin_charge:R:1
O 1.169 0.119 2.709 -0.073
N 1.248 0.243 1.443 -0.222
C 2.463 0.324 0.826 -0.031
C 2.485 0.394 -0.528 -0.071
C 1.346 0.506 -1.364 -0.061
N 0.125 0.378 -0.703 0.078
C 0.131 0.279 0.584 -0.129
H 3.439 0.128 1.458 0.179
H 3.434 0.361 -1.068 0.107
H 1.455 0.629 -2.374 0.072
H -0.740 0.181 1.152 0.064
S -3.131 0.172 -0.242 0.511
H -4.255 0.763 -0.556 -0.256
H -3.792 -1.055 -0.369 -0.167
```

## Properties
HOMO energy, eV: -8.721
Orbital gap, eV: 8.68
LUMO energy, eV: -0.043
Charge: 0
Spin multiplicity: 1



Here are the energies relative to the best structure, in kcal/mol: a) 0.0; b) 23.8.



a) Entry from the Open Molecules 2025 dataset: the molecule C4H6N2OS (ωB97M-V with the def2-TZVPD basis set).

```
14
Properties=species:S:1:pos:R:3:lowdin_charge:R:1
N -0.557 1.940 1.361 -0.025
C -1.292 0.815 0.806 -0.242
C -0.355 0.055 -0.119 -0.238
C -0.375 -0.228 -1.430 -0.074
O 0.659 -1.031 -1.751 0.013
C 1.236 -1.259 -0.546 -0.780
S 2.698 -2.251 -0.465 0.838
N 0.742 -0.663 0.452 0.125
H -0.957 2.217 2.276 0.074
H 0.428 1.642 1.602 0.085
H -2.149 1.111 0.218 0.100
H -1.723 0.188 1.595 0.111
H -1.021 0.076 -2.237 0.132
H 2.665 -2.612 -1.763 -0.120
```

## Properties
HOMO energy, eV: -8.859
Orbital gap, eV: 9.56
LUMO energy, eV: 0.705
Charge: 0
Spin multiplicity: 1



b) Entry from the Open Molecules 2025 dataset: the molecule C4H6N2OS (ωB97M-V with the def2-TZVPD basis set).

```
14
Properties=species:S:1:pos:R:3:lowdin_charge:R:1
O -0.248 1.974 0.289 -0.029
C 0.666 1.454 -0.485 -0.128
C 0.983 -0.028 -0.113 -0.777
S 2.564 -0.640 0.203 0.540
N -0.123 -0.769 -0.233 -0.003
N -1.453 -0.218 -0.551 -0.092
C -2.508 -1.085 -0.090 -0.145
C -2.323 0.152 0.651 -0.077
H 1.346 1.963 -1.264 0.142
H -0.285 -1.763 0.091 0.157
H -3.256 -1.016 -0.845 0.106
H -2.131 -2.053 0.285 0.117
H -1.649 0.261 1.440 0.084
H -2.932 1.008 0.435 0.105
```

## Properties
HOMO energy, eV: -8.714
Orbital gap, eV: 8.15
LUMO energy, eV: -0.568
Charge: 0
Spin multiplicity: 1



c) Entry from the Open Molecules 2025 dataset: the molecule C4H6N2OS (ωB97M-V with the def2-TZVPD basis set).

```
14
Properties=species:S:1:pos:R:3:lowdin_charge:R:1
C 0.732 0.296 -1.510 -0.048
C 0.161 0.066 -0.229 -0.326
C -0.632 -1.052 -0.036 -0.298
O -1.092 -2.027 -0.917 0.011
C -0.869 -0.981 1.355 -0.105
N -0.572 0.205 1.875 -0.009
N 0.195 0.816 0.968 -0.473
S 0.608 2.531 1.113 0.784
H 1.858 0.355 -1.407 0.118
H 0.263 -0.408 -2.332 0.131
H 0.496 1.282 -1.733 0.047
H -0.266 -1.857 -1.588 0.152
H -1.579 -1.604 1.974 0.130
H 0.696 2.376 2.467 -0.115
```

## Properties
HOMO energy, eV: -8.584
Orbital gap, eV: 9.04
LUMO energy, eV: 0.454
Charge: 0
Spin multiplicity: 1



d) Entry from the Open Molecules 2025 dataset: the molecule C4H6N2OS (ωB97M-V with the def2-TZVPD basis set).

```
14
Properties=species:S:1:pos:R:3:lowdin_charge:R:1
C -0.651 2.060 -0.102 0.040
C -1.260 0.859 -0.014 -0.121
N -0.596 -0.395 -0.035 -0.050
C -1.387 -1.531 -0.071 -0.283
O -2.577 -1.451 0.102 0.050
C 0.786 -0.611 -0.200 -0.325
N 1.695 0.144 0.187 -0.298
S 3.300 -0.558 -0.085 0.718
H -1.247 2.985 -0.101 0.064
H 0.400 2.128 -0.183 0.020
H -2.348 0.700 0.143 0.121
H -0.777 -2.467 -0.178 0.147
H 0.972 -1.568 -0.612 0.081
H 3.690 -0.294 1.149 -0.166
```

## Properties
HOMO energy, eV: -8.971
Orbital gap, eV: 9.65
LUMO energy, eV: 0.675
Charge: 0
Spin multiplicity: 1



Here are the energies relative to the best structure, in kcal/mol: a) 0.0; b) 80.7; c) 52.0; d) 20.2.



a) Entry from the Open Molecules 2025 dataset: a cluster of 2 separate species, C4H6N4O3S in total (ωB97M-V with the def2-TZVPD basis set).

```
18
Properties=species:S:1:pos:R:3:lowdin_charge:R:1
O 0.140 -2.736 -0.727 -0.450
S 0.602 -1.814 0.526 0.914
N 1.229 -0.441 -0.414 -0.368
C 2.580 -0.089 -0.216 -0.168
C 2.670 1.221 -0.014 -0.159
O 1.459 1.816 0.066 -0.052
N 0.518 0.816 -0.394 -0.022
H -0.692 -2.635 -1.171 0.017
H 3.336 -0.905 -0.187 0.124
H 3.617 1.731 0.063 0.116
H 0.130 0.886 -1.353 0.130
C -2.166 -0.147 1.210 -0.122
C -2.434 1.100 0.659 -0.116
O -2.409 0.974 -0.630 -0.026
N -2.003 -0.296 -0.930 0.027
N -1.854 -0.936 0.168 -0.085
H -2.084 -0.612 2.134 0.088
H -2.638 2.066 1.211 0.153
```

## Properties
HOMO energy, eV: -7.646
Orbital gap, eV: 8.41
LUMO energy, eV: 0.766
Charge: 0
Spin multiplicity: 1



b) Entry from the Open Molecules 2025 dataset: the molecule C4H6N4O3S (ωB97M-V with the def2-TZVPD basis set).

```
18
Properties=species:S:1:pos:R:3:lowdin_charge:R:1
C -1.812 1.304 0.264 0.163
C 1.887 -0.663 -0.499 -0.133
C -2.157 0.696 -0.835 -0.247
C 2.918 0.146 -0.266 -0.106
N -2.291 -1.255 0.411 -0.079
N 1.070 1.284 0.285 -0.039
N -1.628 -0.508 1.321 -0.247
N 0.704 -0.042 -0.025 -0.288
O 0.109 -2.277 1.043 -0.494
O -2.325 -0.623 -0.929 -0.063
O 2.513 1.322 0.321 -0.076
S 0.068 -0.885 1.463 0.958
H -1.595 2.155 0.844 0.064
H 1.842 -1.649 -0.902 0.105
H -2.334 1.183 -1.786 0.138
H 3.968 0.067 -0.453 0.118
H -1.755 -2.132 0.258 0.103
H 0.817 1.877 -0.516 0.125
```

## Properties
HOMO energy, eV: -8.219
Orbital gap, eV: 7.91
LUMO energy, eV: -0.306
Charge: 0
Spin multiplicity: 1



Here are the energies relative to the best structure, in kcal/mol: a) 0.0; b) 58.1.



a) Entry from the Open Molecules 2025 dataset: a cluster of 2 separate species, C5H8N3OS in total (ωB97M-V with the def2-TZVPD basis set).

```
18
Properties=species:S:1:pos:R:3:lowdin_charge:R:1
C -1.721 0.702 0.726 -0.151
C -1.386 0.112 1.845 -0.168
C -2.552 0.391 -1.489 -0.251
C -0.021 -1.311 -1.192 -0.225
C 2.794 0.232 1.413 -0.136
N -2.001 0.122 -0.448 0.049
N 2.245 -0.021 0.041 -0.352
N -2.959 0.597 -2.606 0.225
O -1.132 -0.177 2.937 0.208
S 1.007 -1.205 0.103 1.089
H -1.664 1.706 0.841 0.109
H 0.352 -0.906 -2.083 0.034
H -0.686 -2.175 -1.259 0.073
H 1.954 0.346 2.133 0.078
H 3.339 1.165 1.416 0.082
H 3.535 -0.560 1.780 0.111
H 2.608 0.219 -0.898 0.120
H -3.710 0.766 -3.260 0.104
```

## Properties
HOMO energy (spin up / spin down), eV: -11.895 / -11.894
Orbital gap (spin up / spin down), eV: 6.54 / 6.54
LUMO energy (spin up / spin down), eV: -5.355 / -5.355
Charge: +1
Spin multiplicity: 1



b) Entry from the Open Molecules 2025 dataset: the ion C5H8N3OS with charge +1 (ωB97M-V with the def2-TZVPD basis set).

```
18
Properties=species:S:1:pos:R:3:lowdin_charge:R:1
C 1.674 1.014 -0.856 -0.242
C 2.953 0.768 -0.584 -0.285
C -0.394 1.073 0.196 -0.240
C -0.524 -1.480 -0.029 -0.110
C -1.442 1.955 0.831 0.022
N 0.696 1.491 -0.146 0.149
N -1.023 -0.291 -0.049 0.173
N -1.266 -2.563 -0.105 0.211
O 3.324 -1.473 0.182 -0.605
S 4.107 -0.257 -0.082 0.937
H 1.434 1.050 -1.941 0.154
H 0.510 -1.704 -0.034 0.148
H -1.477 1.553 1.774 0.071
H -2.380 1.984 0.434 0.059
H -1.252 3.026 0.845 0.114
H -2.008 -0.232 0.112 0.148
H -2.242 -2.541 -0.417 0.162
H -0.690 -3.374 -0.129 0.132
```

## Properties
HOMO energy, eV: -12.274
Orbital gap, eV: 8.07
LUMO energy, eV: -4.208
Charge: +1
Spin multiplicity: 1



Here are the energies relative to the best structure, in kcal/mol: a) 22.8; b) 0.0.



a) Entry from the Open Molecules 2025 dataset: a cluster of 2 separate species, C4H13N3O in total (ωB97M-V with the def2-TZVPD basis set).

```
21
Properties=species:S:1:pos:R:3:lowdin_charge:R:1
C 0.146 -0.251 -0.909 -0.452
C 0.873 -2.114 0.469 -0.100
C -2.298 1.477 1.248 -0.194
C 0.599 0.742 -1.981 -0.033
N 1.285 -0.975 -0.341 -0.248
N -2.213 0.132 0.942 0.083
N 2.148 -0.149 0.440 0.035
O -0.588 0.445 0.074 -0.210
H -1.756 -0.386 1.695 0.076
H -0.509 -1.000 -1.372 0.148
H 1.597 0.521 0.980 0.074
H 2.755 0.364 -0.189 0.071
H 1.765 -2.638 0.807 0.076
H 0.285 -1.823 1.352 0.069
H 0.276 -2.792 -0.143 0.080
H -1.304 1.730 0.586 0.138
H -3.173 1.958 0.812 0.077
H -2.013 1.809 2.250 0.080
H -0.271 1.166 -2.479 0.078
H 1.169 1.554 -1.531 0.070
H 1.227 0.231 -2.711 0.081
```

## Properties
HOMO energy, eV: -8.716
Orbital gap, eV: 8.55
LUMO energy, eV: -0.161
Charge: 0
Spin multiplicity: 1



b) Entry from the Open Molecules 2025 dataset: the molecule C4H13N3O (ωB97M-V with the def2-TZVPD basis set).

```
21
Properties=species:S:1:pos:R:3:lowdin_charge:R:1
C 0.213 -2.371 0.811 -0.129
N 1.290 -1.400 0.729 -0.145
N 1.081 -0.351 -0.193 -0.053
C 0.373 0.792 0.369 -0.401
N 1.284 1.901 0.608 0.045
C -0.758 1.271 -0.570 -0.406
C -1.985 0.370 -0.503 -0.042
O -0.330 1.295 -1.918 -0.033
H -0.034 -2.828 -0.160 0.076
H -0.679 -1.880 1.202 0.066
H 0.510 -3.156 1.504 0.075
H 2.155 -1.867 0.462 0.103
H 0.638 -0.659 -1.062 0.107
H -0.061 0.530 1.342 0.142
H 1.829 2.079 -0.231 0.065
H 1.947 1.637 1.329 0.070
H -1.034 2.286 -0.246 0.140
H -2.400 0.371 0.501 0.082
H -1.725 -0.647 -0.786 0.067
H -2.734 0.733 -1.201 0.080
H 0.420 1.895 -1.988 0.090
```

## Properties
HOMO energy, eV: -8.883
Orbital gap, eV: 9.88
LUMO energy, eV: 0.995
Charge: 0
Spin multiplicity: 1



Here are the energies relative to the best structure, in kcal/mol: a) 89.4; b) 0.0.